[1]
25
Properties=species:S:1:pos:R:3 method="wB97M-V/def2-TZVPD" orbital_gap_ev=9.729 total_charge=0 lumo_ev=0.41 homo_ev=-9.321
H -2.069 -2.505 -0.066
H -1.015 -2.433 2.062
C -0.764 -0.829 -0.967
H 0.082 1.300 -2.691
N -0.587 -1.768 1.334
H -1.791 1.009 -0.301
O 3.198 1.480 2.158
H -2.298 -0.892 0.539
Br 2.366 -2.794 1.061
O 2.048 0.915 -0.990
C -1.408 0.560 -1.225
C 0.836 1.474 -0.684
N 0.872 2.166 0.488
H 0.256 -0.703 -0.716
H 1.104 -2.369 1.476
H -0.247 -0.866 1.648
H 2.079 0.604 -1.851
H -0.635 2.475 -1.564
H -0.908 -1.494 -1.813
O 1.238 0.282 2.404
Cl -0.522 3.175 0.771
C -0.315 1.465 -1.617
H -2.234 0.396 -1.988
C -1.492 -1.568 0.242
C 2.207 0.919 2.288

---

[2]
55
Properties=species:S:1:pos:R:3 method="wB97M-V/def2-TZVPD" orbital_gap_ev="4.499 / 5.545" total_charge=0 lumo_ev="-1.04 / -1.21" homo_ev="-5.536 / -6.753" de_lowest_kj_mol=170.73 spin_multiplicity=6
H 2.632 0.270 4.858
C 0.316 -1.610 -3.998
H 3.412 -0.687 3.596
C 0.351 0.779 3.447
C -3.119 -1.309 -2.388
C 1.930 0.961 -3.648
Se 2.489 3.315 1.496
C -2.173 1.537 4.244
N 1.624 -0.009 1.680
C -1.127 1.167 -4.062
Si 0.260 0.146 -3.290
C 1.619 0.307 2.957
C 0.045 0.872 4.815
H -0.935 -3.480 0.253
H -0.651 -2.105 -3.893
As -0.118 -0.083 -0.912
H 1.061 -2.211 -3.477
H -0.939 -3.698 -1.496
H 2.654 0.772 -2.854
H 2.354 0.592 -4.584
H -3.603 -0.101 0.455
H -3.748 -1.792 0.959
Se 2.090 2.614 -0.601
N 4.008 -0.958 -0.771
C 2.826 -0.905 -0.074
H -1.522 1.879 -3.334
H -1.947 0.540 -4.415
H -0.748 1.737 -4.913
C -3.042 -1.013 0.660
H -2.423 -3.964 -0.569
H 0.794 0.629 5.553
H 3.507 1.085 3.569
H -4.077 -1.811 -2.238
H -2.496 1.747 2.141
N 2.794 -0.293 1.112
H 0.573 -1.591 -5.060
N -0.578 1.112 2.509
S 1.432 -1.781 -0.600
H -3.321 -0.250 -2.561
H 1.825 2.044 -3.732
H 3.918 -1.327 -1.702
H -3.180 1.829 4.504
C -1.531 -3.340 -0.651
H -2.660 -1.723 -3.287
C -1.792 1.473 2.919
Se -0.894 3.911 0.800
C 2.856 0.233 3.796
Se -1.989 2.474 -0.544
H 3.643 0.141 1.466
H -1.468 1.311 6.264
Si -2.042 -1.533 -0.851
C -1.217 1.246 5.213
Fe 0.096 1.822 0.444
H 4.614 -0.151 -0.709
H -2.378 -0.818 1.503

---

[3]
252
Properties=species:S:1:pos:R:3 method="wB97M-V/def2-TZVPD" orbital_gap_ev=8.728 total_charge=0 lumo_ev=0.38 homo_ev=-8.343 de_lowest_kj_mol=146.26 smiles="CC1(C)CCCC(C)(C)N1O.CC1(C)CCCC(C)(C)N1O.CC1(C)CCCC(C)(C)N1O.CC1(C)CCCC(C)(C)N1O.CC1(C)CCCC(C)(C)N1O.CC1(C)CCCC(C)(C)N1O.CC1(C)CCCC(C)(C)N1O.CC1(C)CCCC(C)(C)N1O.O=C1CCCO1"
H 6.086 -33.197 7.506
C -5.848 -28.492 8.869
H -3.302 -28.346 12.769
H 2.132 -23.660 6.300
C -3.106 -28.165 16.531
N -7.446 -28.550 6.523
H -0.481 -33.305 5.578
H -0.544 -27.095 10.738
C -0.508 -33.349 6.675
H 7.482 -26.266 11.512
C 0.281 -26.285 8.256
C -2.045 -31.304 6.662
H 5.774 -29.035 10.729
C -2.467 -35.218 8.972
H -9.736 -28.343 7.676
O -2.170 -28.397 11.105
H -4.883 -30.222 7.852
C -5.198 -29.385 14.560
H -5.581 -23.490 15.152
H 3.733 -29.749 5.629
C -3.231 -30.703 16.304
H -5.591 -28.864 9.891
H -0.903 -32.789 10.746
C -9.311 -27.392 7.589
H 2.783 -22.507 13.759
H -6.111 -26.146 6.811
C 4.067 -27.774 12.492
H 2.328 -32.289 6.774
H -6.795 -29.832 13.053
H 2.297 -20.598 14.623
H -5.707 -28.526 12.709
C -0.725 -29.929 10.084
H -0.929 -19.905 13.072
H -3.446 -26.262 11.486
H 1.780 -30.651 6.544
H -4.124 -25.603 12.987
C 2.360 -23.426 13.539
O 5.567 -28.093 10.692
H -4.556 -24.486 14.177
C -7.253 -27.900 8.876
H -4.832 -31.904 16.977
H 0.043 -35.555 9.049
H -5.627 -23.426 10.226
H -2.211 -36.048 9.647
H 2.170 -26.674 11.845
H -0.591 -24.994 13.935
C -4.790 -23.437 14.425
C -4.855 -28.354 5.950
H 3.618 -26.321 10.959
O -3.288 -29.961 10.036
H 1.701 -24.498 16.021
C 3.635 -30.821 5.622
H 5.485 -32.427 9.460
C 4.971 -31.517 5.801
H 5.087 -26.749 15.649
H -7.159 -27.523 4.851
H 0.692 -27.297 4.325
H 1.796 -24.343 4.754
H -0.020 -29.739 12.101
H -1.799 -27.643 7.185
C -6.104 -29.195 6.489
H -2.469 -35.565 7.966
C 5.169 -27.265 14.710
H -0.468 -29.537 9.076
C 0.160 -21.506 15.964
H 3.636 -27.640 6.070
H -5.009 -27.966 4.962
H -1.030 -30.923 6.884
C 6.968 -29.231 13.043
C -4.710 -30.867 16.585
C 6.661 -32.254 7.336
H 2.979 -24.264 13.772
H -0.839 -34.497 11.303
H -1.037 -28.760 14.472
C -1.893 -32.799 7.050
H 0.188 -20.653 16.676
H -7.283 -25.426 7.851
H -2.890 -27.235 16.051
C 0.465 -24.890 13.556
C 0.981 -23.611 14.164
H -3.997 -28.975 5.790
H 7.322 -27.248 14.704
C -0.936 -27.591 6.458
C -5.350 -24.326 10.799
C 2.660 -25.716 7.718
H 3.049 -26.901 14.198
H 1.575 -20.560 12.893
H -4.876 -20.597 12.661
C 3.258 -29.454 8.401
H -0.907 -22.210 12.054
H -9.574 -26.724 8.348
H 2.703 -31.045 10.244
H 3.032 -26.689 8.096
C 3.051 -27.150 11.385
H 2.285 -29.111 8.721
H 8.637 -26.844 12.766
H -4.079 -28.207 16.968
H 0.957 -24.349 7.990
H -7.231 -26.933 9.425
C -6.374 -24.352 11.863
C 2.448 -31.478 9.258
C -6.147 -30.382 5.567
C -3.506 -25.383 12.132
H 5.246 -28.373 14.886
H -6.682 -30.336 8.178
H -6.559 -30.600 15.485
C -0.863 -27.906 11.428
H -6.038 -27.962 16.221
H -9.598 -27.019 6.632
C -5.724 -29.524 13.163
H -0.183 -24.201 6.261
N 5.433 -27.531 11.941
C 4.069 -26.878 13.737
C 1.448 -20.346 13.986
H 7.301 -32.313 6.459
H 3.395 -24.922 7.974
H 1.253 -19.303 13.980
H -3.501 -34.894 9.084
H -1.654 -24.856 6.905
H -3.013 -34.618 6.190
H -0.817 -35.426 6.954
H -3.104 -24.581 9.410
C -4.992 -22.650 13.136
H -2.874 -33.318 5.150
H -2.506 -25.186 12.475
C 3.271 -30.943 8.077
H -3.885 -23.106 15.006
H 0.616 -33.813 9.213
C -5.813 -29.683 7.884
C 3.664 -26.597 5.702
H -7.000 -28.262 14.831
H -2.688 -30.847 17.261
H 8.222 -27.874 11.295
H -5.962 -20.842 13.876
H -4.516 -27.557 6.627
C -1.044 -20.340 14.055
H 2.606 -32.547 9.334
H -0.373 -28.466 6.573
C 1.370 -25.286 8.389
C -0.002 -29.161 11.189
H -6.389 -30.114 4.538
C 1.231 -22.478 16.378
C -3.936 -24.091 11.393
H 5.681 -31.196 4.944
H 4.847 -32.607 5.700
H 3.223 -31.063 4.630
H 1.138 -22.651 17.483
C 5.571 -31.255 7.154
H -5.391 -31.587 14.654
H 4.600 -26.180 6.027
C 0.153 -21.186 14.469
C -6.374 -22.985 12.488
C -2.190 -29.523 10.303
H -1.942 -23.804 10.468
O -3.329 -32.555 8.864
H -2.351 -28.240 17.339
H 2.265 -23.519 12.463
H 8.027 -29.233 13.385
H 3.955 -29.151 9.187
C -0.022 -26.414 6.801
O 0.027 -22.293 12.362
H 1.366 -31.389 9.130
H 4.296 -25.883 13.387
H -7.608 -25.776 6.175
H -2.111 -31.266 5.584
C -5.992 -28.230 15.171
H 6.341 -29.538 8.264
O 5.026 -31.561 9.433
H 1.482 -25.020 9.405
C -1.380 -29.507 15.181
C -0.776 -25.160 6.374
H -8.023 -28.544 9.253
H 6.915 -29.843 12.137
C 2.506 -25.808 6.234
C -5.500 -30.701 15.277
H -1.310 -19.576 14.785
N -1.941 -32.877 8.506
H -3.320 -31.586 9.187
H 7.118 -29.686 6.707
H -3.158 -22.861 9.712
C -1.514 -34.065 9.199
O -3.447 -28.130 13.688
H -7.444 -24.567 11.512
H 0.811 -34.919 6.873
C -2.852 -29.404 15.591
H -6.890 -31.116 5.904
H -1.998 -20.873 13.949
H -5.321 -25.253 10.241
C -4.945 -21.173 13.540
H -5.085 -30.269 17.418
O -7.824 -28.167 5.186
C -3.010 -33.522 6.184
H 6.571 -25.882 13.854
C 2.497 -24.377 5.593
H 7.311 -32.239 8.209
N 1.226 -26.584 6.032
H 3.550 -26.656 4.625
H 6.389 -29.675 13.871
H 3.490 -24.031 5.243
H 3.469 -28.878 7.512
C -7.163 -26.125 7.089
H -2.578 -23.398 13.401
C 3.686 -29.283 12.702
H 2.598 -29.453 12.881
H 4.132 -29.729 13.564
H 2.236 -22.161 16.147
H -2.875 -31.558 15.685
C 6.663 -27.793 12.774
H -0.849 -22.024 16.133
H 1.057 -25.808 13.833
H 3.930 -29.905 11.851
H -5.031 -30.253 12.682
H -2.487 -33.702 11.098
N -3.753 -29.318 14.384
H -6.554 -22.154 11.732
H -7.192 -23.031 13.178
H 0.406 -24.799 12.442
H -5.181 -30.872 5.613
C -3.026 -23.854 10.203
C 6.475 -26.972 14.039
H 0.060 -24.192 16.024
H -0.979 -27.546 12.499
H -5.687 -27.356 14.591
H -0.670 -25.895 8.611
H -5.186 -27.686 8.548
C 6.100 -29.810 7.240
H 0.537 -27.287 8.745
H 2.812 -27.867 10.634
H 0.190 -32.616 7.063
H -0.554 -31.041 9.973
C 7.848 -27.104 12.059
H -6.220 -25.198 12.506
C -0.139 -34.548 8.769
H -2.797 -30.713 7.082
C 1.011 -23.782 15.656
C -1.452 -33.753 10.709
H -1.182 -30.461 14.700
H 5.483 -28.978 6.891
H -4.177 -21.066 14.268
H -0.789 -29.361 16.103
O 0.936 -26.388 4.595
N -3.915 -22.830 12.155
H 1.034 -29.010 10.978
C -0.128 -34.651 7.245
O -2.630 -22.694 12.760
H -4.042 -33.231 6.464
N 0.018 -22.483 13.799
H -1.120 -25.272 5.340
N 4.523 -31.633 8.115
C 2.672 -31.242 6.695
C -7.773 -27.458 7.494
H -1.390 -27.501 5.429

---

[4]
16
Properties=species:S:1:pos:R:3 method="wB97M-V/def2-TZVPD" orbital_gap_ev=9.915 total_charge=0 lumo_ev=0.75 homo_ev=-9.161 de_lowest_kj_mol=252.01 smiles="NCNCC(N)=O"
H -0.579 0.536 -2.198
H -0.495 -1.522 -0.068
N -0.194 -0.654 -0.291
H -2.717 0.612 -1.668
H -0.339 -0.501 1.826
H 3.529 0.307 0.867
H -2.310 0.422 -0.157
C -1.047 -0.288 -1.456
H -0.398 1.102 0.968
C 0.079 0.100 1.042
N -2.294 0.033 -1.090
H -1.149 -1.248 -2.126
O 1.635 0.788 2.587
H 2.186 0.071 -0.295
N 2.570 -0.151 0.659
C 1.524 0.394 1.399